Run i
This record from the Open Molecules 2025 dataset describes a single C2H4N2S3 molecule. The level of theory is ωB97M-V with the def2-TZVPD basis set.

Results
**HOMO energy**: -9.00 eV
**SMILES**: SC1(S)CSN=N1
**Charge**: 0
**LUMO level**: -0.020 Eh
**Multiplicity**: 1

Element x y z (Å)
S (0.216, -1.478, -1.572)
C (0.125, -0.447, -0.106)
S (1.405, -1.019, 1.181)
C (0.263, 0.986, -0.410)
S (-1.239, 1.882, 0.116)
N (-1.893, 0.554, 0.632)
N (-1.124, -0.627, 0.479)
H (-0.423, -2.574, -1.098)
H (1.213, 0.113, 1.955)
H (1.054, 1.427, 0.206)
H (0.403, 1.183, -1.382)

And the natural (NBO) charges, in e, turn out to be: 0.0191, -0.1547, -0.0041, -0.5987, 0.5830, -0.3591, -0.2465, 0.1590, 0.1178, 0.2466, 0.2374



Run ii
This record from the Open Molecules 2025 dataset describes a single C2H4N2S3 molecule. The level of theory is ωB97M-V with the def2-TZVPD basis set.

Results
**HOMO energy**: -8.76 eV
**SMILES**: S/N=C1\NSCS1
**Charge**: 0
**LUMO level**: 0.002 Eh
**Multiplicity**: 1

Element x y z (Å)
S (-2.824, -0.326, -0.135)
N (-1.610, 1.041, -0.279)
C (-0.488, 0.481, -0.051)
N (-0.161, -0.845, 0.540)
S (1.313, -1.361, -0.412)
C (2.009, 0.110, 0.149)
S (1.005, 1.525, -0.192)
H (-3.845, 0.511, -0.303)
H (-0.676, -1.498, 0.004)
H (2.309, 0.252, 1.176)
H (2.969, 0.111, -0.497)

And the natural (NBO) charges, in e, turn out to be: 0.0651, -0.5084, 0.2382, -0.7086, 0.4177, -0.7690, 0.2741, 0.1344, 0.3688, 0.2372, 0.2505



Sorted by energy, starting with the most stable: run ii, run i.